This record from OMol25 describes the ion CH2O3PS with charge -1 at a distorted geometry. The level of theory is ωB97M-V with the def2-TZVPD basis set.

CARTESIAN COORDINATES (ANGSTROEM)
C -1.1776 0.4553 0.0883
O -1.5578 -0.2254 -0.8197
O -1.5050 1.4564 0.7325
O 0.1761 -1.7105 -0.1461
P 0.3698 -0.5732 0.9541
S 2.3086 0.4620 0.2078
H -0.2743 -1.3840 -0.9896
H 1.6603 1.5194 -0.0272

Properties
E_tot ... -27338.236 eV
Spin multiplicity ... 1
Total charge ... -1
Kohn-Sham gap ... 7.27 eV
HOMO energy ... -3.686 eV